{
  "formula": "C15H22O3",
  "method": "ωB97M-V/def2-TZVPD",
  "species": ["C", "C", "C", "C", "C", "C", "C", "C", "C", "C", "C", "C", "C", "O", "O", "O", "C", "C", "H", "H", "H", "H", "H", "H", "H", "H", "H", "H", "H", "H", "H", "H", "H", "H", "H", "H", "H", "H", "H", "H"],
  "coordinates": [[-3.174, -3.702, -1.661], [-2.466, -2.401, -1.384], [-2.766, -1.727, -0.185], [-2.200, -0.500, 0.084], [-1.400, 0.162, -0.856], [-0.879, 1.571, -0.588], [-1.869, 2.601, -1.224], [0.576, 1.763, -1.136], [1.591, 0.905, -0.363], [1.513, 1.115, 1.153], [2.401, 0.073, 1.949], [3.743, -0.159, 1.307], [2.595, 0.635, 3.326], [1.771, -1.174, 2.028], [0.145, 0.922, 1.520], [-0.748, 1.860, 0.837], [-1.207, -0.468, -2.116], [-1.647, -1.776, -2.337], [-3.188, -4.367, -0.767], [-4.225, -3.535, -1.910], [-2.689, -4.295, -2.456], [-3.423, -2.191, 0.535], [-2.455, 0.057, 0.973], [-2.095, 2.365, -2.277], [-1.417, 3.579, -1.230], [-2.782, 2.680, -0.657], [0.942, 2.817, -1.057], [0.585, 1.536, -2.206], [2.561, 1.242, -0.713], [1.473, -0.165, -0.608], [1.823, 2.189, 1.380], [3.691, -0.751, 0.402], [4.190, 0.821, 1.083], [4.425, -0.733, 1.983], [2.998, 1.640, 3.342], [1.615, 0.656, 3.855], [3.339, 0.039, 3.891], [0.832, -1.061, 2.295], [-0.711, 0.035, -2.923], [-1.467, -2.258, -3.290]],
  "e_homo_ev": -8.7082,
  "spin_multiplicity": 1,
  "lumo_ev": 0.82,
  "e_above_lowest_ev": 3.637,
  "smiles": "Cc1ccc([C@]2(C)CC[C@H](C(C)(C)O)OO2)cc1",
  "energy_ev": -22051.901
}